ORCA calculation (wB97M-V/def2-TZVPD) on a cluster of 12 separate species, C24H72O12S in total in a non-equilibrium geometry.

```
109
Properties=species:S:1:pos:R:3:forces:R:3
C 3.92147 2.60227 4.19888 -3.9 -4.6 -1.0
C 4.52147 2.02127 2.93588 -3.5 1.3 -2.1
O 4.32747 0.61327 2.83588 -2.0 1.7 2.8
H 2.79247 2.80827 3.98588 1.6 -1.2 1.0
H 4.17147 3.50427 4.49188 2.3 4.6 0.8
H 4.15647 1.93627 5.06288 -0.8 0.3 -0.6
H 5.46247 2.46527 2.86388 2.3 -0.4 -0.5
H 3.89947 2.43827 2.01788 1.3 -0.3 1.6
H 4.96747 0.22527 2.32988 2.7 -1.4 -2.1
C 3.10147 -2.51373 1.05788 4.5 0.1 -2.3
C 4.26847 -3.21373 1.72088 -0.6 -2.2 2.2
O 4.30347 -4.54073 1.14788 -1.9 5.0 -3.8
H 3.39947 -1.53373 1.31088 -1.5 1.8 0.8
H 2.23047 -3.01973 1.24888 -2.4 -0.3 0.7
H 3.31747 -2.50573 -0.06212 -0.5 -0.4 1.3
H 4.13947 -3.33073 2.86688 -0.3 0.3 -1.6
H 5.19147 -2.62873 1.70488 0.3 -0.3 -0.9
H 4.62547 -5.20573 1.61888 2.4 -3.9 3.7
C 0.69347 -2.26573 -3.36812 4.2 -1.2 -2.9
C 1.24447 -3.51373 -2.76612 1.5 1.3 3.3
O 1.91347 -4.42573 -3.54712 2.3 -0.1 -2.2
H 1.56547 -1.93773 -4.05612 -1.6 -0.2 0.4
H 0.56247 -1.45673 -2.78412 -0.3 2.4 2.9
H -0.18853 -2.37973 -3.86912 -2.2 -0.6 -1.8
H 0.47647 -4.17273 -2.42012 -0.7 0.3 1.4
H 2.05547 -3.09973 -1.96112 -2.2 -1.3 -1.0
H 2.80347 -4.06373 -3.77212 -1.1 -0.5 0.1
C 1.33947 3.02927 -2.55112 -3.4 3.1 3.2
C 1.14247 4.27427 -3.54512 2.8 -3.0 2.2
O 1.39747 3.82827 -4.82412 -1.6 2.3 -4.4
H 1.60047 3.38227 -1.43912 -0.8 -0.4 -2.3
H 2.12947 2.49427 -2.76812 4.5 -2.4 -1.7
H 0.56847 2.22427 -2.42912 -0.1 1.2 -0.5
H 1.91647 4.97327 -3.29112 0.3 0.7 0.5
H 0.22347 4.66427 -3.34112 -2.8 1.3 0.0
H 1.09747 4.58327 -5.54812 1.2 -2.9 2.9
C 0.94347 0.34027 0.19088 0.4 1.7 1.9
C -0.46653 0.99227 0.31588 1.5 -7.4 -0.4
O -1.34853 0.51927 -0.68312 -3.2 0.1 -0.5
H 1.04047 -0.67173 0.54488 -0.8 -0.9 -0.9
H 1.80247 0.71027 0.88788 -1.7 0.6 -1.0
H 1.20647 0.59827 -0.80112 0.9 -0.7 -1.1
H -0.51253 1.91427 0.21188 0.9 8.9 -1.0
H -0.81853 0.84727 1.25788 -1.4 -1.1 3.0
H -2.33253 0.95427 -0.57912 3.2 -1.4 0.1
C -5.81353 -3.12673 0.86588 -2.4 2.1 2.6
C -5.48953 -1.78673 0.22388 -1.7 0.1 4.2
O -4.79953 -0.94873 1.11188 -4.3 -8.1 5.4
H -4.97953 -3.67273 1.26588 0.5 0.1 0.2
H -6.26553 -3.71773 0.11288 -0.8 -0.8 -0.6
H -6.57753 -2.87073 1.74288 1.5 -1.1 -1.7
H -6.34153 -1.35873 -0.25512 -0.9 0.6 0.0
H -4.86753 -2.05673 -0.45312 4.2 -1.3 -5.3
H -4.47953 -0.26873 0.73888 3.6 8.0 -4.5
C 3.80847 -0.10273 -1.97112 1.7 -0.4 -1.5
C 4.64647 -1.36473 -2.33112 -0.2 -0.2 0.9
O 4.73347 -1.49473 -3.69812 -0.9 -0.2 -2.5
H 3.69547 -0.22273 -0.83612 -0.2 1.1 -1.7
H 2.81147 -0.06373 -2.65212 2.4 0.0 2.0
H 4.65947 0.66627 -2.37312 -2.8 -0.8 1.4
H 4.35647 -2.28273 -1.80712 -0.5 0.0 -0.3
H 5.69247 -1.26473 -2.11612 0.6 0.7 1.5
H 4.70547 -2.40373 -3.99112 0.0 -0.2 0.0
C 1.17847 -0.36473 4.60088 2.6 -5.7 -6.9
C 1.19647 -1.94073 4.68988 0.8 0.4 0.5
O 2.15347 -2.45273 5.62888 0.8 0.8 0.8
H 0.75547 0.06027 5.31788 -2.9 3.4 7.0
H 0.47247 -0.06973 3.78788 1.0 -0.4 -0.2
H 2.21047 -0.14073 4.40688 0.2 1.0 -0.1
H 1.46147 -2.46673 3.78788 -0.3 0.6 -1.0
H 0.27947 -2.31273 5.03788 -1.8 -0.3 0.1
H 2.30947 -3.39573 5.49888 -0.3 0.3 -0.2
C -1.13453 -3.18573 2.12288 0.6 0.2 -1.1
C -1.98553 -2.46573 1.01188 4.1 -3.0 0.2
O -1.21653 -2.46573 -0.23012 -1.2 -0.9 1.1
H -0.14853 -2.79873 2.48488 -1.2 0.8 -0.4
H -0.76953 -4.13073 1.73688 -0.6 -0.6 -0.2
H -1.80653 -3.34873 2.94088 -0.1 -0.3 0.8
H -2.11653 -1.50973 1.27488 -0.7 3.7 1.1
H -2.93653 -2.92973 1.04888 -0.9 -0.7 -0.9
H -1.45853 -1.62573 -0.60512 0.2 0.8 -0.7
C -3.21953 -2.24773 -3.78012 -0.6 -2.8 0.7
C -4.00153 -1.07173 -3.46212 2.9 1.5 2.6
O -4.26553 -0.33873 -4.58412 -0.4 1.8 -1.2
H -2.44453 -2.00073 -4.41412 1.4 0.3 -2.0
H -3.80153 -3.12573 -4.07212 -0.2 0.4 -1.0
H -2.69653 -2.71773 -2.99612 0.7 0.0 1.8
H -3.52553 -0.56473 -2.51212 -0.2 0.1 -2.0
H -4.89253 -1.27673 -3.05512 -3.6 -1.2 1.2
H -3.48153 0.10527 -4.91812 0.1 -0.1 0.1
C -0.27353 4.16527 2.52388 0.8 1.2 -2.8
C -0.44553 5.43727 1.61888 0.8 -2.1 -4.3
O -0.35753 6.63327 2.25188 -1.6 2.6 0.5
H -0.49453 3.24527 1.89888 -0.8 1.0 1.4
H -0.66853 4.44027 3.48988 -0.7 -0.9 0.2
H 0.78747 4.05127 2.60588 0.9 0.1 0.6
H -1.30553 5.42927 0.89788 -0.6 -0.5 1.4
H 0.26447 5.55327 0.69688 0.2 -1.2 1.6
H -0.94853 7.18927 1.67588 1.1 -0.1 1.5
C -5.91453 2.71127 -1.13012 -3.3 3.4 1.7
S -4.74153 2.72827 0.13588 3.4 -3.0 1.1
O -4.04753 1.25527 0.01288 -1.4 3.8 0.0
C -3.62253 3.76827 -0.73012 1.2 3.4 -0.8
H -5.91553 3.65927 -1.82812 -0.6 -2.1 1.7
H -6.80653 2.31327 -0.51512 0.4 1.5 -1.5
H -5.62953 1.86427 -1.54212 1.4 -3.8 -3.2
H -4.19553 4.84727 -0.79512 1.5 -2.5 0.3
H -3.58253 3.38927 -1.82212 0.5 0.5 1.8
H -2.56653 3.97927 -0.17512 -2.6 -0.9 -1.5
```
Forces are in eV/Å.

Summary:
LUMO energy ... -0.1 eV
HOMO energy ... -0.3518 hartree
Maximum force ... 10.69 eV Å⁻¹

Here are the Mulliken charges for atoms 1 to 6, given in e:
1. C -0.991
2. C -0.238
3. O -0.332
4. H 0.047
5. H 0.529
6. H 0.268

ORCA calculation (wB97M-V/def2-TZVPD) on a cluster of 2 separate species, C3H9N2O in total in a non-equilibrium geometry.

```
15
Properties=species:S:1:pos:R:3:forces:R:3
C 2.30663 0.78438 0.18932 1.1 0.1 -1.2
C -2.79829 -0.26264 -0.17347 -3.0 0.2 -1.6
C 1.00586 -1.20566 -0.02017 0.4 -1.9 2.5
N 1.38908 -0.08608 -0.45767 -0.4 -1.1 -1.1
N -1.48493 0.09065 -0.12160 4.2 2.1 -2.2
O -1.05146 1.01973 -0.80873 -1.3 -1.4 1.2
H 3.25095 0.81518 -0.35236 -0.1 0.1 -0.3
H 1.80614 1.71622 0.10345 0.1 1.2 0.8
H 2.52600 0.38941 1.12828 0.1 0.0 1.8
H -2.95971 -0.16971 0.83498 -1.2 -0.5 3.0
H -2.84757 -1.31303 -0.43772 -0.1 -0.3 0.1
H -3.62069 0.33374 -0.62758 1.2 0.0 -0.5
H 0.21561 -1.89063 -0.35080 0.4 0.9 -0.9
H 1.50544 -1.63734 0.92439 -0.7 1.1 -1.4
H 1.01576 0.33023 -1.30262 -0.6 -0.4 -0.1
```
Forces are in eV/Å.

Summary:
LUMO energy ... -4.7 eV
Net charge ... +1
HOMO energy ... -0.5053 hartree
Energy above the lowest of the compared OMol25 structures with the same formula, charge and spin ... 501.66 kJ/mol
Maximum force ... 5.17 eV Å⁻¹

Here are the Mulliken charges for atoms 1 to 6, given in e:
1. C -0.798
2. C -0.716
3. C -0.025
4. N -0.016
5. N 0.110
6. O -0.362

ORCA calculation (wB97M-V/def2-TZVPD) on an isolated molecule of C6H11N3 in a non-equilibrium geometry.

```
20
Properties=species:S:1:pos:R:3:forces:R:3
C -0.75955 -2.23726 0.08742 -0.6 -0.3 -0.5
C 0.12817 -1.70779 -1.00804 -0.9 -1.5 0.0
C 0.13057 -0.27751 -1.31032 -0.3 0.9 -1.8
C -0.58793 0.80832 -0.54299 -0.5 -0.8 -0.2
C 0.43324 1.46420 0.38700 0.2 1.7 -0.6
N -0.28196 2.36896 1.28998 0.7 -0.6 0.6
C 1.17786 0.41683 1.13565 -0.6 0.1 0.8
N 1.51588 -0.68358 0.62607 0.4 -1.1 0.5
N 1.29459 -0.91788 -0.72997 1.0 0.6 0.3
H -0.39655 -3.18262 0.49599 0.0 0.1 -0.1
H -0.86319 -1.53569 0.91598 -0.2 -0.1 -0.2
H -1.74152 -2.42683 -0.41516 0.5 0.1 0.7
H 0.19200 -2.38484 -1.87709 0.3 0.3 0.5
H 0.28752 -0.05448 -2.39142 0.0 0.0 0.9
H -1.00309 1.43718 -1.33057 0.2 0.6 0.3
H -1.48371 0.47065 0.03464 0.9 0.0 -0.2
H 1.20969 2.01441 -0.23472 -0.8 -0.5 0.3
H 0.33514 2.93950 1.87047 -0.2 -0.2 -0.4
H -0.88274 2.95961 0.75904 -0.4 0.6 -0.3
H 1.29556 0.52882 2.23804 0.2 0.0 -0.9
```
Forces are in eV/Å.

Summary:
LUMO energy ... 1.0 eV
Structure (SMILES) ... C[C@H]1[C@H]2C[C@@H](N)C=NN21
HOMO energy ... -0.3228 hartree
Energy above the lowest of the compared OMol25 structures with the same formula, charge and spin ... 239.95 kJ/mol
Maximum force ... 2.03 eV Å⁻¹

Here are the Mulliken charges for atoms 1 to 6, given in e:
1. C -1.241
2. C 0.109
3. C 0.000
4. C -1.204
5. C 0.734
6. N -0.737

ORCA calculation (wB97M-V/def2-TZVPD) on a cluster of 2 separate species, C3H9NO3P in total in a non-equilibrium geometry.

```
17
Properties=species:S:1:pos:R:3:forces:R:3
C -1.28476 -1.65382 0.23608 1.0 -0.4 -0.4
C 3.24245 0.81765 0.50283 0.0 0.7 -0.5
C -0.43507 -0.47028 -0.25687 2.6 1.6 1.4
N 2.26946 1.66717 0.25966 0.9 0.6 -2.6
O -2.63838 1.01978 -0.08589 -0.3 -1.9 2.3
O -0.87483 1.76183 1.56545 0.4 -0.8 -1.4
O -0.62183 2.22139 -1.05675 -0.6 -1.3 2.0
P -1.07295 1.32560 0.12951 1.7 -0.1 -0.8
H -2.14858 -1.88688 -0.35640 -0.4 0.6 -1.1
H -1.77300 -1.51074 1.17800 0.5 -0.1 1.1
H -0.69493 -2.58616 0.11099 -0.2 0.4 0.9
H 4.09698 1.14814 -0.16023 -0.3 -0.1 0.5
H 0.76430 -0.38570 0.10092 -3.3 -1.0 -0.3
H -0.25921 -0.64660 -1.30492 -0.3 0.6 -0.7
H 2.28252 2.36978 -0.57931 -0.2 -1.5 2.2
H -2.77231 1.60119 -0.76562 -1.4 2.3 -3.1
H 1.33356 1.44204 0.55764 -0.2 0.5 0.6
```
Forces are in eV/Å.

Summary:
LUMO energy ... 3.9 eV
Net charge ... -1
HOMO energy ... -0.1864 hartree
Energy above the lowest of the compared OMol25 structures with the same formula, charge and spin ... 266.77 kJ/mol
Maximum force ... 4.15 eV Å⁻¹

Here are the Mulliken charges for atoms 1 to 6, given in e:
1. C -1.206
2. C -0.441
3. C -0.196
4. N -0.087
5. O -0.510
6. O -0.751